{
  "formula": "C4H12NS",
  "method": "ωB97M-V/def2-TZVPD",
  "symbols": ["C", "S", "H", "H", "H", "C", "C", "C", "N", "H", "H", "H", "H", "H", "H", "H", "H", "H"],
  "xyz": [[2.61192, -1.22039, -1.72788], [1.96392, -1.18212, -0.01509], [1.92506, -1.72427, -2.41395], [2.78441, -0.20849, -2.10177], [3.55406, -1.77032, -1.75819], [-1.64397, -0.08713, -0.41465], [-1.17487, 0.87393, 0.68345], [-0.94819, 0.13288, 1.99256], [0.04837, 1.59030, 0.33800], [-2.56872, -0.59437, -0.12324], [-1.80866, 0.46199, -1.34583], [-0.85867, -0.82888, -0.57241], [-1.94938, 1.63714, 0.83625], [-0.61302, 0.82472, 2.76526], [-1.87053, -0.33271, 2.34642], [-0.19273, -0.63934, 1.84245], [-0.08855, 2.13024, -0.50739], [0.82955, 0.93683, 0.17601]],
  "forces_ev_per_a": [[-0.0937, -0.0837, 0.2323], [0.1076, -0.1101, -0.0594], [-0.0452, 0.0395, -0.0158], [0.0609, -0.0119, -0.0826], [0.1020, 0.0559, -0.0952], [0.0870, 0.0602, 0.1984], [0.0814, 0.0570, -0.1512], [-0.1444, 0.0282, 0.0471], [0.1739, 0.3309, 0.1305], [-0.0577, 0.0047, -0.0692], [-0.0566, -0.0610, -0.0191], [0.0083, -0.0322, -0.0716], [-0.0544, -0.0322, 0.0541], [0.1169, 0.0205, -0.0146], [-0.0515, -0.1069, -0.0573], [0.0432, -0.0076, 0.0436], [0.0130, -0.0715, -0.0932], [-0.2907, -0.0796, 0.0233]],
  "mulliken_charge": [-0.763, -0.643, 0.194, 0.197, 0.221, -1.102, 0.442, -1.266, -0.663, 0.338, 0.329, 0.173, 0.226, 0.337, 0.371, 0.214, 0.220, 0.175],
  "largest_force_ha_per_bohr": 0.0077,
  "total_charge": -1,
  "orbital_gap_ev": 6.558,
  "energy_ev": -16668.90426,
  "relative_energy_ev": 0.0000
}


{
  "formula": "C2H8CsN4O2",
  "method": "ωB97M-V/def2-TZVPD",
  "symbols": ["Cs", "C", "O", "N", "N", "H", "H", "H", "H", "C", "O", "N", "N", "H", "H", "H", "H"],
  "xyz": [[5.92138, -1.31307, -1.50374], [-1.16298, 0.96000, -3.27088], [-1.95955, 0.31972, -2.60882], [0.07375, 1.02851, -2.90530], [-1.41998, 1.61063, -4.38642], [0.41405, 0.42873, -2.16735], [0.72991, 1.49409, -3.51587], [-2.28893, 1.59106, -4.90084], [-0.66601, 2.11096, -4.83510], [0.41513, -1.04091, 3.42807], [1.25679, -1.21395, 2.56224], [0.59992, -1.19038, 4.65955], [-0.78750, -0.75916, 3.10962], [-0.18248, -1.15995, 5.29753], [1.51841, -1.39715, 5.02523], [-1.43863, -0.79460, 3.88089], [-1.02328, -0.67454, 2.13118]],
  "forces_ev_per_a": [[-0.0554, -0.0261, 0.0832], [-3.1745, -1.8055, 1.0508], [-0.9528, -0.2777, 0.0211], [5.0376, 0.5615, 1.0316], [-0.5133, 1.8290, -2.9466], [-0.2777, 0.2945, -0.1960], [0.1642, -0.2796, 0.4587], [0.0779, -0.2137, 0.6342], [-0.3845, -0.0908, -0.0381], [2.2924, -0.7420, -4.8723], [1.9220, 0.0522, -0.9807], [1.6549, -0.8524, 7.2373], [-5.0080, 1.2961, -0.9228], [0.5474, 0.0188, 0.1226], [-0.3428, -0.0103, -0.1446], [-0.6886, 0.3294, -1.0082], [-0.2990, -0.0834, 0.4697]],
  "mulliken_charge": [0.999, 0.650, -0.650, -0.368, -0.359, 0.215, 0.155, 0.213, 0.145, 0.689, -0.718, -0.344, -0.370, 0.158, 0.213, 0.152, 0.220],
  "largest_force_ha_per_bohr": 0.1453,
  "total_charge": 1,
  "orbital_gap_ev": 7.460,
  "energy_ev": -12802.37092,
  "relative_energy_ev": 2.7071
}


- Number 1 is which compound?
  C4H12NS